[1]
A cluster of 3 separate species, C28H45O15P2S in total at a distorted geometry, computed with wB97M-V/def2-TZVPD.

Structure (ORCA input):
```
! wB97M-V def2-TZVPD RIJCOSX def2/J DEFGRID3
* xyz -1 1
C -0.362 2.727 3.940
C -0.412 1.463 3.279
C -0.883 0.241 2.245
C -0.793 -1.143 3.119
C 0.702 -1.555 3.638
C 0.674 -2.937 4.582
C 0.173 -4.242 3.664
C 2.287 -3.254 4.892
C -0.064 0.229 0.825
C 1.326 1.088 0.797
C 2.595 0.419 1.581
O 3.303 -0.626 1.088
C 3.086 1.061 3.008
C 2.966 2.681 3.248
C 3.391 3.396 4.665
C 3.961 2.483 5.904
C 4.153 0.853 5.707
C 3.718 0.179 4.277
O 0.044 -1.174 0.400
S -1.526 -1.504 -0.273
O -1.681 -3.075 -0.272
O -1.593 -1.008 -1.745
C -2.939 -0.837 0.760
C -4.148 -0.308 -0.247
O -5.259 -1.062 -0.443
O -4.032 0.981 -0.989
C -2.493 0.381 1.809
C -3.506 0.566 3.078
O -4.026 -0.696 3.651
C -5.355 -0.332 4.213
H -0.156 3.837 4.321
H -1.230 -2.099 2.561
H -1.467 -1.037 4.099
H 1.074 -0.702 4.347
H 1.418 -1.814 2.749
H 0.042 -2.806 5.562
H 0.967 -5.128 3.684
H 0.123 -3.901 2.520
H -0.885 -4.610 4.000
H 2.790 -2.444 5.572
H 2.350 -4.349 5.362
H 2.855 -3.351 3.846
H -0.775 0.752 0.019
H 1.647 1.160 -0.351
H 1.197 2.222 1.136
H 2.554 3.386 2.393
H 3.268 4.554 4.826
H 4.243 2.950 6.940
H 4.556 0.142 6.549
H 3.796 -0.990 4.076
H -3.404 -1.759 1.350
H -2.536 1.391 1.177
H -3.101 1.217 3.961
H -4.464 1.144 2.663
H -6.135 -0.281 3.330
H -5.732 -1.117 4.996
H -5.320 0.729 4.723
C 4.168 -1.304 -1.523
O 4.016 -2.259 -2.561
P 4.111 -1.737 -4.207
O 5.545 -1.243 -3.972
O 3.035 -0.529 -3.877
C 1.670 -0.879 -3.772
O 4.207 -1.215 -5.854
C 4.312 0.172 -6.127
H 4.818 -1.727 -0.750
H 4.598 -0.360 -1.869
H 3.188 -1.110 -1.081
H 1.271 -0.429 -2.857
H 1.531 -1.961 -3.723
H 1.128 -0.475 -4.629
H 4.924 0.694 -5.384
H 3.315 0.619 -6.160
H 4.772 0.298 -7.108
C -2.432 1.331 -3.635
O -2.584 0.376 -4.673
P -2.489 0.898 -6.319
O -1.055 1.392 -6.084
O -3.565 2.106 -5.989
C -4.930 1.757 -5.884
O -2.393 1.420 -7.966
C -2.288 2.807 -8.240
H -1.782 0.908 -2.862
H -2.002 2.275 -3.981
H -3.412 1.526 -3.193
H -5.329 2.206 -4.969
H -5.069 0.674 -5.835
H -5.472 2.161 -6.741
H -1.676 3.329 -7.496
H -3.285 3.254 -8.272
H -1.828 2.933 -9.220
*
```

Output
HOMO level = -5.4253 eV
HOMO-LUMO gap = 4.42 eV

Atom charges from the Löwdin analysis, given in e for atoms 1 to 2: 0.070, -0.013

---

[2]
A structure of composition C28H46B2N11O5SW, computed with wB97M-V/def2-TZVPD.

Structure (ORCA input):
```
! wB97M-V def2-TZVPD RIJCOSX def2/J DEFGRID3
* xyz 1 3
W 0.482 0.127 0.022
C 4.363 0.317 0.212
C 3.728 0.247 -1.136
C 4.398 0.346 -2.360
C 3.422 0.303 -3.331
C 3.560 0.392 -4.814
N 2.238 0.167 -2.707
N 2.417 0.117 -1.359
B 0.826 0.141 -3.290
N 0.045 1.370 -2.792
N -0.043 1.674 -1.463
C -0.456 2.945 -1.385
C -0.622 3.742 -0.137
C -0.679 3.443 -2.670
C -0.338 2.425 -3.533
C -0.340 2.434 -5.026
N 0.150 -1.167 -2.838
N 0.179 -1.555 -1.529
C -0.168 -2.854 -1.517
C -0.210 -3.769 -0.335
C -0.438 -3.282 -2.817
C -0.218 -2.188 -3.627
C -0.325 -2.090 -5.112
H 5.318 -0.208 0.199
H 3.739 -0.108 0.992
H 4.554 1.359 0.474
H 5.460 0.452 -2.510
H 4.613 0.471 -5.076
H 3.046 1.269 -5.208
H 3.148 -0.488 -5.309
H 0.868 0.163 -4.480
H -0.281 3.215 0.746
H -1.667 4.016 -0.007
H -0.044 4.663 -0.224
H -1.017 4.432 -2.929
H -0.779 3.365 -5.378
H -0.916 1.604 -5.433
H 0.672 2.362 -5.426
H -0.039 -3.265 0.604
H 0.546 -4.547 -0.454
H -1.179 -4.272 -0.304
H -0.740 -4.269 -3.123
H -0.779 -2.999 -5.501
H 0.657 -1.974 -5.571
H -0.935 -1.240 -5.417
C -2.461 -2.989 2.370
O -3.064 -2.329 1.242
C -2.320 -1.507 0.514
O -1.149 -1.237 0.810
N -3.004 -1.030 -0.530
N -2.446 -0.005 -1.271
H -3.286 -3.453 2.899
H -1.951 -2.276 3.011
H -1.759 -3.746 2.035
H -3.996 -1.218 -0.545
H -2.806 0.896 -0.980
H -2.545 -0.180 -2.260
O 3.313 3.175 1.492
S 2.130 2.423 1.889
N 1.600 1.440 0.894
N 3.509 -3.925 3.883
C 2.858 -3.082 3.053
C 3.060 -3.117 1.664
C 2.366 -2.250 0.860
N 1.480 -1.354 1.329
C 1.294 -1.305 2.660
C 1.940 -2.136 3.539
H 4.234 -4.525 3.534
H 3.435 -3.821 4.879
H 3.763 -3.811 1.223
H 2.517 -2.249 -0.212
H 0.602 -0.550 3.013
H 1.751 -2.045 4.601
C -4.311 1.237 2.676
C -2.974 1.914 2.435
C -3.197 3.397 2.177
O -2.385 1.329 1.240
B -1.027 1.114 1.443
O -0.686 1.432 2.745
C -1.889 1.637 3.527
C -1.648 2.773 4.502
C -2.130 0.344 4.294
H -4.993 1.487 1.863
H -4.757 1.587 3.608
H -4.214 0.152 2.720
H -3.801 3.517 1.277
H -2.257 3.926 2.039
H -3.730 3.858 3.010
H -1.324 3.680 3.996
H -0.867 2.482 5.205
H -2.554 2.991 5.070
H -2.268 -0.485 3.602
H -3.007 0.414 4.938
H -1.260 0.137 4.918
*
```

Output
HOMO level (alpha / beta) = -9.6230 / -10.4787 eV
⟨S²⟩ = 2.0437
HOMO-LUMO gap (alpha / beta) = 7.94 / 7.63 eV

Atom charges from the Löwdin analysis, given in e for atoms 1 to 2: 1.621, -0.037